1.
{
  "formula": "C3H6N5",
  "method": "ωB97M-V with the def2-TZVPD basis set",
  "smiles": "C1=[NH+][C@H]2N=NN[C@H]2N1",
  "lumo_ev": -4.3,
  "gap_ev": 10.026,
  "charge": 1,
  "relative_energy_kcal_mol": 50.77,
  "species": ["C", "N", "C", "N", "N", "N", "C", "N", "H", "H", "H", "H", "H", "H"],
  "xyz": [[0.7788, -0.1959, -1.3318], [-0.1818, 0.6810, -1.3303], [-0.6071, 0.9421, 0.0087], [-1.8543, 0.1897, 0.2445], [-1.7521, -0.7881, 0.9850], [-0.4707, -0.8182, 1.4730], [0.4178, 0.2285, 0.8828], [1.3444, -0.4033, -0.1929], [1.1568, -0.6371, -2.1922], [-0.8406, 1.0099, -2.0165], [-0.7056, 2.0166, 0.1387], [-0.1051, -1.7523, 1.7110], [1.0371, 0.8048, 1.6023], [1.7822, -1.2775, 0.0175]],
  "forces_ev_per_angstrom": [[-0.16, 0.82, -1.18], [-0.54, 0.12, 0.24], [0.15, 0.04, 1.49], [-2.31, 0.64, -0.82], [1.96, 1.29, -0.61], [1.75, -0.57, 0.94], [0.38, -1.69, -0.02], [-1.41, 0.58, 2.55], [0.43, -0.75, -1.65], [0.48, -0.43, -0.95], [-0.34, -0.10, 0.40], [-0.43, 0.86, 0.09], [-0.65, -0.56, -0.41], [0.70, -0.26, -0.06]],
  "nbo_charge": [0.404, -0.495, -0.002, -0.196, 0.130, -0.475, 0.050, -0.507, 0.247, 0.467, 0.259, 0.413, 0.265, 0.439]
}

2.
{
  "formula": "C4H18N2O6",
  "method": "ωB97M-V with the def2-TZVPD basis set",
  "smiles": "NC[C@H](CO)NC=O.O.O.O.O",
  "lumo_ev": 0.3,
  "gap_ev": 9.470,
  "relative_energy_kcal_mol": 32.13,
  "species": ["N", "C", "C", "C", "O", "N", "C", "O", "H", "H", "H", "H", "H", "H", "H", "H", "H", "H", "O", "H", "H", "O", "H", "H", "O", "H", "H", "O", "H", "H"],
  "xyz": [[2.1848, 1.3851, -1.2337], [0.9147, 1.9720, -0.8335], [-0.0356, 0.8084, -0.5119], [-0.6221, 0.2818, -1.8556], [-0.2645, -1.0636, -2.1097], [-1.0604, 1.1486, 0.5105], [-1.9836, 2.0814, 0.1090], [-2.0940, 2.4557, -1.0334], [2.6775, 1.8570, -1.9711], [2.7851, 1.1775, -0.4533], [0.5742, 2.5934, -1.6515], [0.9635, 2.6235, 0.0511], [0.4870, -0.0293, -0.0566], [-1.7097, 0.2418, -1.7989], [-0.4650, 1.0208, -2.6335], [0.6802, -1.0994, -2.3025], [-0.5861, 1.1946, 1.3994], [-2.7067, 2.3814, 0.8818], [-2.1821, -1.6456, 0.2477], [-1.4596, -1.2494, -0.2386], [-3.0206, -1.3252, -0.0909], [0.6355, -1.5129, 2.0919], [0.6051, -1.9944, 1.2736], [0.7926, -2.2369, 2.7079], [2.8666, 0.2433, 1.6740], [2.9891, -0.7128, 1.6690], [1.9896, 0.2935, 2.0710], [-0.7001, -3.8283, 1.1677], [-1.5639, -3.5445, 0.8442], [-0.6915, -3.5174, 2.0759]],
  "forces_ev_per_angstrom": [[-0.14, -0.29, -0.21], [0.69, -0.31, 0.66], [-0.77, 0.26, -0.72], [-1.22, -0.09, 1.11], [0.52, 0.10, -0.36], [0.81, 0.45, -1.49], [-0.09, -0.37, 0.80], [-0.07, 0.23, -0.31], [0.02, 0.29, 0.10], [0.14, -0.06, 0.14], [-0.47, -0.02, -0.05], [0.29, 0.02, -0.04], [0.52, 0.16, -0.10], [-0.02, 0.03, 0.17], [0.61, -0.32, -0.46], [0.00, 0.02, 0.05], [-0.87, 0.13, 0.49], [0.18, 0.11, 0.20], [-0.46, -0.71, 0.66], [-0.08, 0.08, -0.42], [0.21, 0.23, -0.24], [0.33, 0.19, 0.84], [-0.33, -0.36, -1.01], [0.09, 0.28, 0.32], [-0.03, -0.03, 0.06], [0.16, 0.06, -0.12], [-0.02, 0.06, 0.01], [0.22, -0.39, 0.08], [0.03, 0.32, -0.21], [-0.25, -0.08, 0.05]],
  "nbo_charge": [-0.875, -0.226, -0.103, -0.085, -0.730, -0.625, 0.525, -0.606, 0.367, 0.391, 0.209, 0.165, 0.211, 0.189, 0.187, 0.477, 0.400, 0.121, -0.967, 0.491, 0.478, -0.961, 0.493, 0.469, -0.950, 0.475, 0.479, -0.959, 0.502, 0.456]
}

Computed electronic energy, in the same sequence as the records: -391.38342, -724.14164 Eh.